C3H7ClNP | ωB97M-V/def2-TZVPD

```
13
Properties=species:S:1:pos:R:3:forces:R:3:nbo_charge:R:1
C -0.574 -0.843 0.842 -0.414 -1.006 0.410 -0.305
C 0.549 1.237 -0.874 -2.194 -2.089 3.649 -0.673
C -1.061 0.144 -0.173 0.890 2.104 -3.723 -0.177
N 0.902 -0.723 0.916 -1.349 -0.076 -0.421 -0.941
P 1.804 0.006 -0.280 0.765 0.763 -1.668 0.768
Cl -2.264 1.401 0.403 0.858 -1.089 -0.242 -0.073
H -1.031 -0.511 1.786 0.347 -0.310 -0.023 0.218
H -0.956 -1.945 0.676 0.831 2.052 -0.101 0.204
H 0.592 1.506 -1.913 -0.446 -0.185 -0.391 0.225
H 0.279 2.069 -0.181 0.891 -0.487 -0.712 0.229
H -1.404 -0.220 -1.184 0.033 0.133 1.539 0.223
H 1.373 -1.324 1.553 0.246 -0.279 0.404 0.406
H 1.791 -0.798 -1.572 -0.460 0.470 1.280 -0.105
```
Forces are in eV/Å.

energy above the lowest of the compared OMol25 structures with the same formula, charge and spin: 151.3 kJ/mol
HOMO energy: -8.388 eV
E: -974.72391 a.u.
total charge: 0
frontier orbital gap: 0.34172 hartree
lowest unoccupied orbital energy: 0.9 eV